# 1
{
  "formula": "H2KNO4",
  "method": "wB97M-V/def2-TZVPD",
  "symbols": ["K", "N", "O", "O", "O", "O", "H", "H"],
  "positions_angstrom": [[-2.47632, 1.28006, -2.58100], [-0.51830, -1.56397, 1.12401], [-0.54849, -1.54556, -0.12450], [-0.37919, -2.63344, 1.73640], [-0.75208, -0.50296, 1.67725], [1.41238, 1.84460, -0.91971], [0.93054, 1.36708, -0.24441], [2.33146, 1.75418, -0.66804]],
  "mulliken_charge": [0.97, 0.96, -0.66, -0.62, -0.65, -0.66, 0.36, 0.30],
  "total_charge": 0,
  "max_force_ev_per_a": 2.464,
  "lumo_ev": -1.93,
  "homo_energy_ev": -6.98,
  "de_lowest_kcal_mol": 37.0
}



# 2
{
  "formula": "H2KO",
  "method": "wB97M-V/def2-TZVPD",
  "symbols": ["H", "O", "K", "H"],
  "positions_angstrom": [[0.61095, -0.12358, -0.62059], [-0.17692, 0.02443, -0.09121], [-2.46278, -0.26532, -0.67301], [2.02875, 0.36447, 1.38482]],
  "mulliken_charge": [0.17, -1.04, 0.88, 0.00],
  "total_charge": 0,
  "s_squared": 0.75,
  "max_force_ev_per_a": 0.549,
  "lumo_ev": [-0.69, -0.70],
  "homo_energy_ev": [-7.31, -7.35],
  "multiplicity": 2,
  "de_lowest_kcal_mol": 48.2
}



# 3
{
  "formula": "H2N2O",
  "method": "wB97M-V/def2-TZVPD",
  "symbols": ["H", "N", "N", "O", "H"],
  "positions_angstrom": [[1.10866, -0.53309, -1.12552], [1.05712, -0.05537, -0.22390], [-0.28931, 0.08773, 0.19840], [-1.69780, -0.08426, 0.06459], [-0.17866, 0.58499, 1.08644]],
  "mulliken_charge": [0.24, -0.35, 0.24, -0.42, 0.30],
  "total_charge": 0,
  "smiles": "[H]/N=[NH+]\\[O-]",
  "max_force_ev_per_a": 6.562,
  "lumo_ev": [-0.92, -0.96],
  "homo_energy_ev": [-10.73, -10.53],
  "de_lowest_kcal_mol": 132.0
}



# 4
{
  "formula": "H2N2O2",
  "method": "wB97M-V/def2-TZVPD",
  "symbols": ["N", "N", "O", "O", "H", "H"],
  "positions_angstrom": [[4.09993, -1.62879, -0.87153], [-4.42598, 1.01451, 0.49184], [-3.70269, 2.05499, 0.33894], [-4.42153, 0.42312, 1.80788], [4.14764, -0.84570, -0.02315], [4.30264, -1.01813, -1.74397]],
  "mulliken_charge": [-0.57, 0.02, -0.44, -0.57, -0.20, -0.24],
  "total_charge": -2,
  "max_force_ev_per_a": 5.642,
  "lumo_ev": 7.33,
  "homo_energy_ev": 1.04,
  "de_lowest_kcal_mol": 20.6
}



# 5
{
  "formula": "H2N2O2S",
  "method": "wB97M-V/def2-TZVPD",
  "symbols": ["N", "N", "O", "O", "S", "H", "H"],
  "positions_angstrom": [[-0.25929, 0.60015, 0.16898], [0.84034, 0.05179, 0.02473], [-2.45976, -0.24589, -0.75340], [1.83613, 0.99173, -0.07658], [-1.66766, -0.33992, 0.45581], [-0.96440, -1.57130, 0.35025], [2.67465, 0.51345, -0.16979]],
  "mulliken_charge": [0.05, -0.13, -0.50, -0.36, 0.36, 0.19, 0.39],
  "total_charge": 0,
  "max_force_ev_per_a": 2.196,
  "lumo_ev": -0.08,
  "homo_energy_ev": -10.17,
  "de_lowest_kcal_mol": 37.1
}



# 6
{
  "formula": "H2N2O3",
  "method": "wB97M-V/def2-TZVPD",
  "symbols": ["O", "N", "O", "N", "O", "H", "H"],
  "positions_angstrom": [[-0.99790, 1.39515, 1.34379], [-1.29993, 0.27274, 0.65965], [-0.50429, -0.82657, 0.48382], [0.91984, -0.71023, -0.43969], [1.25866, -1.80062, -1.16661], [-1.55666, 0.56525, -0.42882], [1.64502, -0.68749, 0.27324]],
  "mulliken_charge": [-0.81, -0.16, -0.26, -0.31, -0.76, 0.12, 0.17],
  "total_charge": -2,
  "smiles": "[O-]NON[O-]",
  "max_force_ev_per_a": 4.798,
  "lumo_ev": 8.26,
  "homo_energy_ev": 3.37,
  "de_lowest_kcal_mol": 86.7
}



| no. | calculated total energy (eV) |
| --- | --- |
| 1 | -26033.2037 |
| 2 | -18401.4994 |
| 3 | -5055.2208 |
| 4 | -7101.9536 |
| 5 | -17938.9641 |
| 6 | -9144.7893 |